# 1
10
Properties=species:S:1:pos:R:3 method="wB97M-V/def2-TZVPD" de_lowest_ev=2.682 energy_ha=-280.5060 gap_ha=0.34344 homo_energy_ev=-8.78
N -2.11 0.49 -0.41
C -1.08 -0.02 -0.80
N -0.24 -0.34 -1.63
O 1.12 -0.55 -1.54
H -2.97 -0.03 -0.32
H 1.44 -0.18 -0.68
N 0.95 0.14 1.09
H 0.77 -0.79 1.50
H 0.25 0.79 1.42
H 1.86 0.49 1.36

---

# 2
10
Properties=species:S:1:pos:R:3 method="wB97M-V/def2-TZVPD" de_lowest_ev=3.113 energy_ha=-280.4901 gap_ha=0.36918 homo_energy_ev=-9.48
N -1.57 1.00 0.13
C -0.76 -0.15 0.04
N 0.64 0.07 0.14
N 1.16 -0.80 -0.63
O 2.48 -1.04 -0.34
H -1.81 1.25 1.08
H -1.20 1.79 -0.37
H -0.62 -0.80 -1.02
H -1.09 -0.97 0.69
H 2.78 -0.35 0.29

---

# 3
12
Properties=species:S:1:pos:R:3 method="wB97M-V/def2-TZVPD" de_lowest_ev=4.276 energy_ha=-753.8804 gap_ha=0.32987 homo_energy_ev=-8.42
O 0.00 -1.01 -1.82
N -0.68 -1.23 -0.60
C -0.49 -0.27 0.29
N 0.37 0.73 0.37
S 1.63 0.87 -0.82
N -1.40 -0.51 1.31
O -1.38 0.60 2.19
H 0.67 -1.66 -1.96
H -1.64 -1.51 -0.84
H 2.55 1.53 0.03
H -1.17 -1.35 1.84
H -0.51 1.10 1.82

---

# 4
12
Properties=species:S:1:pos:R:3 method="wB97M-V/def2-TZVPD" de_lowest_ev=5.742 energy_ha=-430.8120 gap_ha=0.32927 homo_energy_ev=-8.56
O 2.24 -0.25 0.06
N 0.94 -0.97 0.07
C 0.04 -0.08 0.11
N 0.26 1.24 -0.32
O -0.83 1.87 0.00
N -1.24 -0.28 0.17
O -1.49 -1.71 -0.06
H 3.11 -0.92 0.12
H 1.30 1.75 -0.37
H -0.93 2.24 1.08
H -2.01 0.30 -0.22
H -0.73 -2.11 -0.66

---

# 5
13
Properties=species:S:1:pos:R:3 method="wB97M-V/def2-TZVPD" de_lowest_ev=3.376 energy_ha=-829.1302 gap_ha=0.35354 homo_energy_ev=-9.08
C 1.84 0.12 -0.08
N 0.61 0.42 0.24
N 2.01 -1.05 -0.65
N -1.98 0.70 -0.50
O 0.25 1.57 1.03
O -1.22 -0.22 1.76
O -1.06 -1.65 -0.31
S -0.97 -0.35 0.30
H 0.14 1.22 1.88
H 2.93 -1.26 -1.12
H 1.33 -1.68 -0.99
H -1.66 1.70 -0.16
H -2.23 0.48 -1.40

---

# 6
10
Properties=species:S:1:pos:R:3 method="wB97M-V/def2-TZVPD" de_lowest_ev=3.835 energy_ha=-603.4050 gap_ha=0.31136 homo_energy_ev=-8.21
N 1.43 -1.11 0.00
N 1.86 0.17 -0.23
C 0.86 1.01 -0.04
N -0.43 0.75 0.44
S -1.63 -0.28 -0.22
H 0.36 -1.20 0.50
H 2.19 -1.77 0.57
H 1.03 2.14 -0.22
H -0.85 1.84 0.37
H -1.86 -1.26 1.05

---

# 7
10
Properties=species:S:1:pos:R:3 method="wB97M-V/def2-TZVPD" de_lowest_ev=4.098 energy_ha=-603.3953 gap_ha=0.32933 homo_energy_ev=-8.79
C -0.64 0.17 -0.28
H 2.21 0.39 0.97
H 1.24 1.64 -0.22
H 0.95 -1.11 -0.91
H -1.36 -1.57 0.74
H -2.39 -0.43 0.46
N 1.73 0.41 -0.16
N 0.63 -0.30 -0.20
N -1.54 -0.93 -0.23
S -0.83 1.74 -0.15

---

# 8
10
Properties=species:S:1:pos:R:3 method="wB97M-V/def2-TZVPD" de_lowest_ev=1.378 energy_ha=-603.4953 gap_ha=0.33014 homo_energy_ev=-8.10
N 2.50 -0.61 -0.35
N 1.23 -0.06 -0.19
C 0.27 -0.84 -0.40
N -1.03 -0.46 -0.22
S -1.51 1.01 0.53
H 2.52 -1.14 -1.23
H 3.16 0.12 -0.35
H 0.43 -1.86 -0.72
H -1.70 -1.21 -0.10
H -0.71 0.90 1.61

---

# 9
12
Properties=species:S:1:pos:R:3 method="wB97M-V/def2-TZVPD" de_lowest_ev=4.196 charge=+1 energy_ha=-410.1388 gap_ha="0.30813 / 0.29361" homo_energy_ev="-14.55 / -13.70"
C 0.31 -0.93 -0.85
N -1.35 0.85 0.39
N -0.37 -0.56 -1.85
N 0.66 0.27 0.06
N 1.32 -0.02 1.04
O 0.65 -1.97 -0.39
O -1.31 1.31 1.51
H -0.65 0.43 -1.91
H -0.37 -1.23 -2.62
H 1.32 0.65 1.79
H 1.55 -0.96 1.06
H -1.76 2.15 1.75

---

# 10
8
Properties=species:S:1:pos:R:3 method="wB97M-V/def2-TZVPD" de_lowest_ev=1.255 energy_ha=-171.0361 gap_ha=0.40873 homo_energy_ev=-10.74
C -1.84 -0.46 0.25
N -0.95 0.45 -0.15
H -1.89 -1.37 -0.36
H -2.80 -0.10 0.64
H -1.04 1.22 0.50
O 2.47 0.01 -0.14
H 1.68 0.65 -0.14
H 2.01 -0.85 0.05

---

# 11
8
Properties=species:S:1:pos:R:3 method="wB97M-V/def2-TZVPD" de_lowest_ev=3.367 energy_ha=-170.9585 gap_ha=0.39046 homo_energy_ev=-9.89
N -0.86 0.64 -0.31
C -0.10 -0.57 -0.04
O 1.48 0.14 0.59
H -0.44 0.94 -1.18
H -0.58 1.38 0.33
H -0.62 -1.34 0.52
H 0.42 -0.89 -0.93
H 0.70 -0.28 1.01

---

# 12
9
Properties=species:S:1:pos:R:3 method="wB97M-V/def2-TZVPD" de_lowest_ev=0.342 energy_ha=-246.3443 gap_ha=0.40375 homo_energy_ev=-10.00
N 1.09 0.05 0.06
C 0.75 -1.20 0.45
O -0.41 -1.45 0.65
H 0.41 0.84 0.02
H 2.06 0.38 -0.04
H 1.54 -1.95 0.61
O -1.51 1.30 -0.50
H -1.82 0.50 -0.10
H -2.11 1.53 -1.15

---

# 13
9
Properties=species:S:1:pos:R:3 method="wB97M-V/def2-TZVPD" de_lowest_ev=6.554 energy_ha=-246.1160 gap_ha="0.25423 / 0.25396" homo_energy_ev="-8.61 / -8.61"
C -0.83 0.13 0.18
N 0.02 -1.05 -0.01
O 2.28 0.52 -0.63
O 1.11 -1.07 0.56
H -0.96 0.30 1.30
H -0.13 0.92 -0.23
H -1.93 0.05 -0.31
H 0.05 -1.54 -0.85
H 3.11 0.10 -0.92

---

# 14
10
Properties=species:S:1:pos:R:3 method="wB97M-V/def2-TZVPD" de_lowest_ev=2.108 energy_ha=-644.4668 gap_ha=0.36275 homo_energy_ev=-9.10
C 0.97 0.38 -0.25
N 0.26 -0.21 -1.24
O -1.42 0.91 0.98
O -0.55 -1.39 0.94
S -0.06 -0.04 1.35
H 1.26 1.43 -0.44
H 1.98 -0.19 -0.06
H 0.27 -1.25 -1.05
H -2.01 0.22 1.03
H -0.69 0.13 -1.25

---

# 15
10
Properties=species:S:1:pos:R:3 method="wB97M-V/def2-TZVPD" de_lowest_ev=2.523 energy_ha=-644.4516 gap_ha=0.37402 homo_energy_ev=-9.39
C 0.66 -1.23 2.13
N 0.07 -1.15 1.03
O -1.74 1.54 -2.86
O -0.23 1.23 -0.85
S -0.38 1.23 -2.49
H -0.26 0.37 -0.40
H 0.84 -2.15 2.70
H 1.02 -0.31 2.58
H -0.26 -2.03 0.64
H 0.28 2.50 -2.49

---

# 16
10
Properties=species:S:1:pos:R:3 method="wB97M-V/def2-TZVPD" de_lowest_ev=5.351 energy_ha=-644.3476 gap_ha="0.30027 / 0.31609" homo_energy_ev="-9.04 / -8.91"
C 1.14 -0.70 0.09
N 0.61 0.61 -0.26
O 1.21 1.69 0.16
O -2.42 -0.74 -0.24
S -1.77 0.29 0.59
H 2.07 -1.01 -0.31
H 1.29 -0.72 1.19
H 0.36 -1.32 -0.23
H 0.32 0.63 -1.28
H -2.81 1.27 0.30

---

# 17
11
Properties=species:S:1:pos:R:3 method="wB97M-V/def2-TZVPD" de_lowest_ev=4.870 energy_ha=-1042.5586 gap_ha="0.24523 / 0.24231" homo_energy_ev="-8.93 / -8.96"
C -1.04 -0.46 -0.22
N -1.36 0.70 -0.89
O 1.31 0.98 0.30
O 1.32 -1.19 -0.99
S 1.59 -0.75 3.00
S 0.89 -0.69 0.27
H -1.53 -0.61 0.77
H -1.13 -1.35 -0.82
H 2.10 0.94 0.84
H -0.79 0.74 -1.78
H -1.35 1.68 -0.49

---

# 18
12
Properties=species:S:1:pos:R:3 method="wB97M-V/def2-TZVPD" de_lowest_ev=0.605 energy_ha=-794.9876 gap_ha=0.40533 homo_energy_ev=-10.33
C -2.08 -0.59 0.16
N -1.61 0.63 0.38
O 1.35 -1.14 -0.30
O 0.95 1.19 0.42
O 3.26 0.41 -0.25
O -1.38 -1.55 -0.08
S 1.88 0.08 0.61
H -3.13 -0.79 0.12
H -2.21 1.34 0.01
H 0.38 -1.57 -0.43
H -0.54 0.87 0.35
H 3.14 1.11 -0.98

---

# 19
10
Properties=species:S:1:pos:R:3 method="wB97M-V/def2-TZVPD" de_lowest_ev=1.545 energy_ha=-853.7203 gap_ha=0.35065 homo_energy_ev=-9.28
H -2.83 -0.23 -0.34
P -1.67 -0.47 0.36
C -0.98 0.92 -0.26
O 0.34 1.21 -0.14
P 1.30 -0.13 0.34
N 1.37 -1.43 -0.48
H -1.58 1.50 -0.88
H 2.59 0.56 0.12
H 0.89 0.06 1.71
H 0.57 -2.00 -0.44

---

# 20
9
Properties=species:S:1:pos:R:3 method="wB97M-V/def2-TZVPD" de_lowest_ev=4.213 energy_ha=-569.1333 gap_ha="0.30048 / 0.29267" homo_energy_ev="-7.80 / -7.70"
C 0.82 0.17 -0.11
N -1.06 -0.50 0.74
O 2.15 0.32 0.25
S -2.20 0.15 -0.29
H 0.29 1.11 0.23
H -2.37 -0.80 -1.10
H 0.72 -0.22 -1.12
H -1.12 -0.07 1.64
H 2.78 -0.17 -0.24